[1]
Entry from the Open Molecules 2025 dataset: a structure of composition C6H7F3HfO4 in a non-equilibrium geometry (ωB97M-V/def2-TZVPD).

```
21
Properties=species:S:1:pos:R:3:forces:R:3
O 2.399993 -2.591520 1.773629 -0.0669 -0.7616 0.5067
C 2.403485 -1.472726 1.526831 0.2168 0.3031 0.2003
O 3.304455 -0.702886 0.878553 -0.2564 0.2638 -0.9640
C 2.670164 0.262745 0.124389 2.1150 -0.5850 -0.2473
C 1.048417 -0.035464 0.479794 -1.7414 -0.2507 1.7475
C -0.096456 0.895980 0.430515 0.1897 0.2448 -0.2168
C -1.615224 0.280448 0.209796 0.0101 0.1323 0.2354
O -1.732923 -0.773236 1.072984 -0.0706 0.1000 -0.0978
C -2.180949 -0.174202 -1.177578 -0.3609 -1.6058 0.4620
F -1.512234 -1.140036 -1.714121 -0.1163 0.5268 -0.2165
F -2.231452 0.903332 -2.422064 -0.0735 1.6531 -0.3380
F -3.438540 -0.402575 -1.101393 0.3448 0.0466 0.0103
O 1.236068 -0.629264 1.674739 -0.2431 0.2713 -0.5957
H 2.964995 0.227625 -0.928173 0.0657 -0.0859 0.0433
H 2.877043 1.255014 0.595961 -0.9024 0.2144 0.1579
H 0.971468 -0.876029 -0.285769 0.6992 0.4749 -0.6766
H -0.206178 1.366929 1.414438 0.0183 -0.0004 -0.0868
H 0.104575 1.662054 -0.333208 -0.1297 -0.1484 -0.1212
H -2.286413 1.068631 0.573124 0.2651 0.0964 0.0165
H -1.571935 -1.676711 0.738030 -0.1458 0.0064 -0.0099
Hf -3.108358 2.551890 -3.530478 0.1823 -0.8961 0.1909
```
Positions in Å, forces in eV/Å.

Summary:
Kohn-Sham gap	0.10266	hartree
lowest unoccupied orbital energy	-0.7777	Eh
HOMO energy	-24.0	eV
F_max	0.0482	hartree/bohr
net charge	+4

These are the natural (NBO) partial charges, in e, on atoms 1 to 5: atom 1 (O): -0.167, atom 2 (C): 0.943, atom 3 (O): -0.271, atom 4 (C): 0.024, atom 5 (C): 0.107

***

[2]
Entry from the Open Molecules 2025 dataset: a cluster of 2 separate species, C6H7F3N2O in total in a non-equilibrium geometry (ωB97M-V/def2-TZVPD).

```
19
Properties=species:S:1:pos:R:3:forces:R:3
C 2.971707 -0.667242 0.006973 -0.5595 3.8566 0.0175
C 1.713360 -0.744563 0.482620 1.6168 -0.1812 -0.9320
C 2.069975 1.298697 -0.205944 1.7512 1.3756 -0.9267
C -0.103468 0.659711 0.681715 -5.8987 -1.3892 -1.4035
C -1.461036 -0.202591 -0.738387 1.8399 0.5772 3.7799
C -2.689296 -0.030022 0.183466 -2.3713 0.5327 -2.6642
N 3.225906 0.679641 -0.334501 -0.6811 -0.5014 -0.9166
N 1.137313 0.482530 0.264942 1.5489 -2.4881 1.2688
O -1.270233 -1.574304 -0.974435 -0.9056 1.4786 1.3420
F -3.815267 -0.252946 -0.630816 0.6799 0.2798 0.5165
F -2.928819 1.236585 0.697004 1.1582 -1.5627 -0.5238
F -2.827108 -0.921998 1.142152 0.8572 0.1525 0.4918
H 3.762525 -1.302434 -0.118641 1.5092 -1.8562 0.1763
H 1.377496 -1.472603 1.144058 -1.3619 -1.0796 0.5198
H 1.870606 2.354987 -0.481830 0.1507 -0.9568 0.3806
H -0.436032 1.654242 0.636577 -0.4914 1.2337 0.2045
H -0.522332 0.062210 1.509463 0.9577 0.4753 -0.2003
H -1.336577 0.515270 -1.537766 -0.4641 -0.2063 -0.2496
H -0.738716 -1.775168 -1.726654 0.6639 0.2593 -0.8809
```
Positions in Å, forces in eV/Å.

Summary:
Kohn-Sham gap	0.33341	hartree
ΔE to the lowest compared entry with this formula, charge and spin	44.0	kcal/mol
lowest unoccupied orbital energy	0.0178	Eh
HOMO energy	-8.6	eV
F_max	0.1210	hartree/bohr

These are the natural (NBO) partial charges, in e, on atoms 1 to 5: atom 1 (C): -0.082, atom 2 (C): -0.112, atom 3 (C): 0.173, atom 4 (C): -0.177, atom 5 (C): 0.020

***

[3]
Entry from the Open Molecules 2025 dataset: a cluster of 2 separate species, C6H7F4N in total in a non-equilibrium geometry (ωB97M-V/def2-TZVPD).

```
18
Properties=species:S:1:pos:R:3:forces:R:3
C 0.255794 1.434444 0.904088 0.3902 -0.0050 -2.2494
C 1.059380 0.551597 -1.431000 2.1415 1.8908 1.8574
C 1.912153 -0.353511 0.845410 -0.5199 1.3078 -0.4065
C -1.037039 -0.938075 0.222356 0.2483 1.4153 1.9689
C 0.978666 0.522557 0.045899 -1.8710 -1.3763 2.2120
C -2.369176 -0.297691 -0.069136 -0.2635 -0.0817 -2.8163
N -0.410795 2.236641 1.386118 -0.1930 0.4076 0.7869
F -0.971113 -1.433418 1.479752 0.0268 0.1222 -0.1973
F -3.224568 -1.172323 -0.681912 0.2177 -0.8014 0.3890
F -2.197789 0.630356 -1.027756 0.8116 0.6036 -0.5651
F -3.052790 0.277482 0.849910 -0.2063 0.3581 2.3185
H 1.000715 -0.435064 -1.755468 0.4515 -1.5284 -1.0866
H 1.980950 1.136103 -1.660882 -0.0020 -1.0518 -0.2424
H 0.348044 1.151166 -1.853662 -2.3425 1.1950 -1.0228
H 2.859030 -0.500558 0.416816 1.1992 -0.2682 -1.1006
H 1.457887 -1.278374 1.027558 -0.5391 -1.5815 0.3340
H 2.112435 0.102011 1.780910 0.0142 0.3871 1.0788
H -0.701792 -1.633350 -0.479000 0.4362 -0.9934 -1.2585
```
Positions in Å, forces in eV/Å.

Summary:
Kohn-Sham gap (alpha / beta)	0.29860 / 0.32133	hartree
ΔE to the lowest compared entry with this formula, charge and spin	61.2	kcal/mol
lowest unoccupied orbital energy (alpha / beta)	-0.0278 / -0.0302	Eh
HOMO energy (alpha / beta)	-8.9 / -9.6	eV
F_max	0.0663	hartree/bohr

These are the natural (NBO) partial charges, in e, on atoms 1 to 5: atom 1 (C): 0.200, atom 2 (C): -0.648, atom 3 (C): -0.659, atom 4 (C): 0.176, atom 5 (C): 0.060

***

[4]
Entry from the Open Molecules 2025 dataset: a structure of composition C6H7F6N2O8PtS2 in a non-equilibrium geometry (ωB97M-V/def2-TZVPD).

```
32
Properties=species:S:1:pos:R:3:forces:R:3
Pt -0.401069 -0.901341 0.611067 -1.0737 -0.1038 0.7590
F 1.406612 -1.222850 -2.553572 -0.0123 0.1691 0.0348
C 1.804849 0.025513 -2.825613 0.2386 0.0263 0.0043
F 1.413006 0.330092 -4.066351 -0.0082 -0.0384 0.1164
F 3.149711 0.043555 -2.801711 -0.1705 -0.0347 -0.0183
S 1.176277 1.253435 -1.593456 0.0849 0.6046 -0.8552
O 1.711646 0.794203 -0.347299 0.0035 -0.2968 0.3326
O 1.634441 2.515840 -2.088246 0.0830 -0.0007 0.0227
N -0.328996 1.019357 -1.860278 0.0484 -0.5844 0.2511
S -1.815184 1.120313 -1.459244 0.1538 0.9008 -1.2564
O -2.301836 2.411944 -1.104359 -0.1048 0.0338 0.0349
O -2.318823 -0.026149 -0.746025 0.2411 -1.0968 0.2811
C -2.463745 0.799712 -3.167312 -0.2781 0.0727 0.0435
F -2.117142 1.770714 -4.023566 -0.0894 -0.2737 0.2049
F -2.016914 -0.370426 -3.646628 -0.1362 0.2882 0.0632
F -3.812970 0.744196 -3.123959 0.3774 0.0102 -0.0899
N 0.048151 -1.270112 2.531951 0.6302 0.0029 -0.1110
C -0.040404 -0.090131 3.419931 -0.1127 0.1040 -0.0015
C 0.727441 1.108300 2.879794 0.1170 0.0240 -0.1095
C 0.049626 1.785866 1.677285 -0.1151 -0.5418 0.0653
O 0.249302 2.941708 1.393920 -0.0017 0.0263 0.2875
O -0.797887 1.010604 1.034119 0.2662 0.2510 0.0670
H -0.560218 -2.018067 2.849520 -0.0321 0.0236 -0.0105
H 0.982770 -1.687755 2.480476 -0.0277 -0.0557 0.1350
H 0.315307 -0.374495 4.414698 0.0693 0.0080 -0.0524
H -1.097119 0.165797 3.496784 0.0095 0.0032 0.0306
H 1.738423 0.824601 2.572677 -0.0191 -0.0568 -0.0401
H 0.845521 1.854194 3.666384 -0.0465 0.0168 -0.0152
O 1.465934 -3.422142 1.578184 0.1782 -0.1051 -0.3215
C 0.756352 -3.638552 0.596794 -0.5448 0.0069 0.6737
O -0.146624 -2.874476 0.107098 -0.0636 0.5826 -0.5134
H 0.743548 -4.623451 0.096949 0.3352 0.0339 -0.0126
```
Positions in Å, forces in eV/Å.

Summary:
Kohn-Sham gap	0.31445	hartree
ΔE to the lowest compared entry with this formula, charge and spin	36.5	kcal/mol
lowest unoccupied orbital energy	0.0812	Eh
HOMO energy	-6.3	eV
F_max	0.0302	hartree/bohr
net charge	-1

These are the natural (NBO) partial charges, in e, on atoms 1 to 5: atom 1 (Pt): 1.023, atom 2 (F): -0.319, atom 3 (C): 0.710, atom 4 (F): -0.318, atom 5 (F): -0.327

***

[5]
Entry from the Open Molecules 2025 dataset: the ion C6H7F8N2O4S with charge +1 in a non-equilibrium geometry (ωB97M-V/def2-TZVPD).

```
28
Properties=species:S:1:pos:R:3:forces:R:3
N -0.352616 0.896776 1.442862 1.1036 1.5787 0.2774
N -0.646329 -0.027805 0.388663 -3.5620 2.5255 2.2761
S 0.643427 -1.210666 0.356220 0.1250 -10.8321 4.9008
O 1.043845 -1.558885 1.768193 -0.9097 3.2767 -4.0387
O 0.069336 -2.482361 -0.225797 0.9924 5.0041 -0.1705
C 2.181012 -0.814016 -0.580865 4.0721 -1.0283 -2.5014
F 2.276882 -1.736738 -1.652824 -0.8979 2.2202 2.5201
F 3.287252 -1.118336 0.244025 -3.2137 1.0648 -1.5221
C 2.386760 0.629271 -1.204896 2.3627 0.9737 -2.3268
F 1.609504 0.876061 -2.367878 0.9202 -0.7331 3.1548
F 3.720553 0.631991 -1.699485 -2.9134 -0.4457 1.3100
C 2.347382 1.859464 -0.163735 1.8688 3.2106 0.2711
F 3.423126 2.715179 -0.488015 -2.6723 -2.0634 0.7213
F 1.197973 2.678505 -0.334354 2.0267 -2.4043 0.7550
F 2.561557 1.484603 1.157288 -1.1746 0.4901 -3.0152
C -1.157250 0.581107 -0.929815 -1.2904 -0.7576 -3.5284
O -2.578132 0.316241 -1.171019 1.0515 -1.4117 2.0644
C -2.800699 -0.950231 -0.463149 0.3703 -0.6411 -0.0606
F -4.166720 -1.240006 -0.248951 2.8142 1.4104 -0.0576
C -1.987383 -0.583373 0.888585 -5.4713 -3.3859 0.0084
O -1.972255 -1.662414 1.812060 0.7882 1.1645 -0.8377
H -0.781608 0.598567 2.326201 0.3972 -0.1638 -0.4857
H -0.671851 1.842730 1.200227 0.2133 -0.5444 -0.0857
H -1.087889 1.704439 -1.055061 0.7547 -1.5013 0.4602
H -0.678172 -0.101495 -1.713154 0.0793 1.5444 0.8421
H -2.375799 -1.875930 -0.982427 -0.4491 1.4065 0.4378
H -2.699787 0.199242 1.342385 1.9373 -0.1637 -0.8962
H -2.792120 -1.651923 2.354719 0.6771 0.2060 -0.4728
```
Positions in Å, forces in eV/Å.

Summary:
Kohn-Sham gap	0.35884	hartree
lowest unoccupied orbital energy	-0.2063	Eh
SMILES	N[N@+]1(S(=O)(=O)C(F)(F)C(F)(F)C(F)(F)F)CO[C@H](F)[C@H]1O
HOMO energy	-15.4	eV
F_max	0.2312	hartree/bohr
net charge	+1

These are the natural (NBO) partial charges, in e, on atoms 1 to 5: atom 1 (N): -0.624, atom 2 (N): -0.347, atom 3 (S): 2.026, atom 4 (O): -0.749, atom 5 (O): -0.795

***

[6]
Entry from the Open Molecules 2025 dataset: an isolated molecule of C6H7FN2O (ωB97M-V/def2-TZVPD).

```
17
Properties=species:S:1:pos:R:3:forces:R:3
H 0.170210 -2.495761 0.743583 -0.2034 0.0843 -0.1288
N 0.256528 -1.490665 0.848791 0.0411 -0.4981 0.5267
C -0.691586 -0.840629 0.300579 -0.3027 -0.2038 -0.0883
C -1.845457 -1.188701 -0.523215 -0.0281 0.4213 -0.0899
C -2.392155 -0.028652 -0.913896 0.4146 -0.4868 0.2795
O -1.745342 1.045336 -0.416005 0.0579 0.4561 -0.1834
N -0.748452 0.530099 0.419804 -0.6357 -0.3829 0.2485
C 0.405076 1.353272 0.696468 0.3218 0.0216 -0.1662
C 1.529779 0.990853 -0.223620 0.2238 0.0251 -0.0446
C 2.369612 0.012112 0.072115 0.2138 0.6656 -0.0019
F 3.311479 -0.373855 -0.802608 0.0942 -0.0786 -0.1384
H -2.144038 -2.181647 -0.786696 -0.1049 -0.1653 -0.0719
H -3.240099 0.193704 -1.534255 -0.0897 0.1053 -0.0503
H 0.096297 2.393272 0.581004 0.0491 -0.1050 0.1441
H 0.686057 1.159133 1.734479 -0.1173 0.1220 -0.0524
H 1.558776 1.446232 -1.201669 0.0758 0.0272 -0.1553
H 2.423307 -0.524108 1.005138 -0.0104 -0.0081 -0.0272
```
Positions in Å, forces in eV/Å.

Summary:
Kohn-Sham gap	0.34269	hartree
ΔE to the lowest compared entry with this formula, charge and spin	48.8	kcal/mol
lowest unoccupied orbital energy	0.0335	Eh
SMILES	[H]/N=c1\ccon1C/C=C/F
HOMO energy	-8.4	eV
F_max	0.0152	hartree/bohr

These are the natural (NBO) partial charges, in e, on atoms 1 to 5: atom 1 (H): 0.352, atom 2 (N): -0.778, atom 3 (C): 0.385, atom 4 (C): -0.380, atom 5 (C): 0.165

***

[7]
Entry from the Open Molecules 2025 dataset: a cluster of 2 separate species, C6H7FO3 in total in a non-equilibrium geometry (ωB97M-V/def2-TZVPD).

```
17
Properties=species:S:1:pos:R:3:forces:R:3
F -0.008248 -1.577096 -0.577801 1.7187 0.8398 0.3006
C 1.029237 -0.743546 -0.261607 -0.5295 -0.4698 -0.4274
C 2.360431 -0.841976 -0.336168 0.3321 -1.8429 -1.1994
C 2.912676 0.354263 0.123434 0.2386 -0.6135 0.6574
C 1.841877 1.102093 0.497037 2.2086 1.9518 0.2947
O 0.704804 0.457906 0.201130 -1.3386 0.2815 0.6073
H 3.027838 -1.572578 -0.740135 -0.4295 -0.8022 -0.0852
H 3.999700 0.252140 0.220636 -0.5266 1.5361 0.2433
H 1.881884 2.135951 0.905303 -0.8885 -1.1498 -0.3892
O -1.975673 1.727000 -0.728438 -1.2454 -0.2655 1.3959
C -2.018841 0.339919 -0.494309 0.4872 0.1880 -2.0449
C -2.574924 -0.370730 0.487802 0.6745 2.4003 -1.3036
O -2.439929 -1.682755 0.687479 0.5640 -1.2667 -0.0739
H -2.590870 2.214045 -0.125883 0.7248 -0.7080 -0.6063
H -1.489003 -0.089535 -1.378351 -0.5549 0.0314 1.1464
H -3.093085 0.192746 1.207260 -0.8661 0.2580 1.2574
H -1.567869 -1.897853 0.312604 -0.5695 -0.3686 0.2271
```
Positions in Å, forces in eV/Å.

Summary:
Kohn-Sham gap	0.32880	hartree
ΔE to the lowest compared entry with this formula, charge and spin	22.6	kcal/mol
lowest unoccupied orbital energy	0.0317	Eh
SMILES	Fc1ccco1.O/C=C/O
HOMO energy	-8.1	eV
F_max	0.0576	hartree/bohr

These are the natural (NBO) partial charges, in e, on atoms 1 to 5: atom 1 (F): -0.321, atom 2 (C): 0.635, atom 3 (C): -0.382, atom 4 (C): -0.313, atom 5 (C): 0.091

***

[8]
Entry from the Open Molecules 2025 dataset: a structure of composition C6H7I2NO in a non-equilibrium geometry (ωB97M-V/def2-TZVPD).

```
17
Properties=species:S:1:pos:R:3:forces:R:3
C 0.061945 0.152939 -0.140212 -0.4676 -0.1910 0.7315
C 0.017866 0.168204 1.320453 0.1536 -1.1674 -0.3831
C -0.170490 -1.198761 -0.452478 0.3465 2.7092 0.4752
C 0.272240 1.241815 2.319631 2.6433 -0.1833 0.1944
C -0.271576 -1.995162 -1.701466 -1.6932 0.6342 2.3201
C 0.143205 1.381597 -1.003887 0.1169 -1.1963 -0.9407
N -0.161170 -1.071979 1.780369 -0.1508 2.5482 0.0106
O -0.348962 -1.826734 0.692286 0.1691 -2.3691 -0.6757
I -1.852696 1.958699 -1.742795 0.8064 -0.1061 0.2805
I 1.537989 1.014082 -2.672064 -0.3548 0.2167 0.2093
H 0.584992 0.783711 3.262946 0.2950 -0.2729 -0.2785
H 1.070542 1.976599 2.050597 -0.3750 -0.8314 -0.1732
H -0.484038 1.851456 2.668057 -2.4090 1.0872 -0.0631
H 0.179755 -1.477268 -2.481072 0.3513 0.4835 -1.6197
H 0.096607 -2.940276 -1.504203 1.7291 -1.8702 0.1922
H -1.308461 -2.286582 -1.775669 -0.7154 0.6308 -0.8878
H 0.632253 2.267660 -0.620492 -0.4453 -0.1220 0.6079
```
Positions in Å, forces in eV/Å.

Summary:
Kohn-Sham gap	0.32003	hartree
ΔE to the lowest compared entry with this formula, charge and spin	38.0	kcal/mol
lowest unoccupied orbital energy	-0.0168	Eh
HOMO energy	-9.2	eV
F_max	0.0572	hartree/bohr

These are the natural (NBO) partial charges, in e, on atoms 1 to 5: atom 1 (C): -0.278, atom 2 (C): 0.167, atom 3 (C): 0.385, atom 4 (C): -0.662, atom 5 (C): -0.674

***

Number 1: calculated total energy -879.12025 hartree. Number 2: calculated total energy -717.08545 hartree. Number 3: calculated total energy -686.91556 hartree. Number 4: calculated total energy -2459.24390 hartree. Number 5: calculated total energy -1839.87324 hartree. Number 6: calculated total energy -517.34125 hartree. Number 7: calculated total energy -558.29877 hartree. Number 8: calculated total energy -958.14171 hartree.